# C5H12N2O2

An isolated molecule of C5H12N2O2 (wB97M-V/def2-TZVPD, the OMol25 dataset).

Computed properties:
SMILES: C=C(C)N(O)[C@@H](C)ON
Energy relative to the best compared isomer or geometry (same formula, charge and spin), kcal/mol: 173.79
Total charge: 0
F_max, eV/A: 3.62
HOMO-LUMO gap, eV: 9.34

Positions of all 21 atoms, in Å:
C1 -1.80223 0.14725 1.11890
C2 -1.14868 0.14227 -0.04880
C3 -1.82993 0.02097 -1.37122
N1 0.31409 1.13663 -0.07830
O1 0.32700 2.16222 -1.07463
C4 1.33780 0.21744 -0.33483
C5 2.35368 0.12800 0.77550
O2 0.43717 -1.11731 -0.40690
N2 0.54048 -2.17362 0.55527
H1 -1.30286 0.31642 2.06362
H2 -2.88368 0.20900 1.13781
H3 -1.34877 0.66471 -2.10934
H4 -2.88544 0.29396 -1.28859
H5 -1.78929 -1.01415 -1.72003
H6 0.03145 2.93858 -0.57860
H7 1.78118 0.26088 -1.32931
H8 1.87491 0.20914 1.75261
H9 3.04849 0.96781 0.69288
H10 2.90587 -0.81220 0.71497
H11 -0.02882 -2.91723 0.15528
H12 0.06758 -1.78079 1.37371

natural (NBO) atomic charge list, values in e, 5 entries: -0.582, 0.288, -0.695, -0.235, -0.588